Entry 1:
{"formula": "H43O21", "method": "the ωB97M-V functional and the def2-TZVPD basis", "elements": ["O", "H", "H", "O", "H", "H", "O", "H", "H", "O", "H", "H", "O", "H", "H", "O", "H", "H", "O", "H", "H", "O", "H", "H", "O", "H", "H", "O", "H", "H", "O", "H", "H", "O", "H", "H", "O", "H", "H", "O", "H", "H", "O", "H", "H", "O", "H", "O", "H", "H", "O", "H", "H", "O", "H", "H", "O", "H", "H", "O", "H", "H", "H", "H"], "xyz": [[-1.842, -2.469, -2.153], [1.681, 4.528, 1.921], [-2.338, -2.310, 1.947], [0.380, 1.206, 0.817], [0.367, 0.531, 0.105], [2.497, 2.113, -3.391], [1.822, 4.064, 1.072], [2.624, 3.586, 1.466], [-3.286, -0.244, 2.710], [0.325, 3.649, -2.461], [-2.031, -0.943, 3.044], [0.349, 0.814, 3.880], [-0.581, -2.067, 0.772], [-3.935, -1.497, 1.085], [-0.882, -1.969, -0.101], [-2.606, -0.185, 3.247], [-0.351, -0.091, -4.099], [0.845, -3.294, 3.421], [0.229, -0.186, -1.967], [-0.603, -2.845, 1.328], [-2.067, 0.981, 3.769], [3.252, 1.620, -3.160], [-1.175, -3.063, -2.489], [-1.367, 2.056, 2.581], [0.396, -2.637, -3.695], [3.489, -2.820, 0.654], [-3.340, 3.619, -1.749], [-3.319, -0.840, 0.767], [-0.755, 3.522, -2.473], [2.933, -3.962, -2.439], [-0.907, 0.662, -4.101], [-0.502, 1.487, -4.445], [0.690, -0.709, -2.546], [1.727, 1.643, -0.979], [2.537, 1.724, -1.555], [0.597, 0.708, -1.762], [2.623, -2.906, 0.362], [0.676, -2.115, -4.538], [2.125, -3.457, 0.955], [0.263, -2.768, 2.996], [0.497, -2.094, 2.495], [3.732, 2.406, -3.250], [-2.836, -2.653, 2.742], [3.084, -2.403, -1.916], [0.276, 2.028, 0.219], [2.509, -1.416, 3.127], [-1.415, -1.746, -1.981], [-2.023, 0.990, -1.070], [-2.865, 0.447, -1.036], [-0.891, 2.234, 4.160], [2.916, -3.068, -2.736], [1.220, -3.268, -3.510], [-1.504, 0.407, -1.476], [0.572, 1.730, 3.762], [-3.089, -1.069, -0.144], [1.756, 2.613, -0.857], [-1.785, 2.042, 3.588], [1.138, 1.809, 4.495], [0.510, 4.642, -2.179], [-2.722, 3.598, -1.018], [-2.363, 2.806, -0.863], [-2.726, -3.471, 2.865], [2.601, -1.137, 2.165], [2.868, -0.563, 3.622]], "lowdin_charge": [0.032, 0.047, 0.041, -0.115, 0.009, 0.020, -0.081, 0.086, -0.017, -0.168, 0.076, 0.068, -0.027, 0.061, -0.004, 0.073, -0.017, 0.012, -0.055, 0.027, 0.102, 0.018, 0.032, 0.210, -0.138, 0.012, 0.055, -0.040, 0.115, 0.022, -0.038, 0.062, -0.018, -0.129, 0.050, 0.031, -0.004, 0.105, 0.037, 0.038, -0.072, 0.041, 0.028, 0.126, 0.063, -0.116, -0.121, -0.003, 0.092, 0.148, -0.098, 0.086, -0.082, 0.008, 0.041, 0.046, 0.041, 0.062, 0.109, -0.007, -0.100, -0.055, 0.059, 0.111], "charge": 1, "lumo_energy_ha": -0.108, "orbital_gap_ev": 9.756}



Entry 2:
{"formula": "C3H4N2O2", "method": "the ωB97M-V functional and the def2-TZVPD basis", "elements": ["C", "C", "C", "O", "N", "N", "O", "H", "H", "H", "H"], "xyz": [[-1.083, -2.129, -0.030], [-0.993, -0.970, 0.031], [-1.106, 0.503, 0.072], [-2.150, 1.113, 0.296], [0.013, 1.129, -0.395], [1.306, 0.527, -0.465], [1.685, 0.225, 0.915], [-1.010, -3.129, 0.265], [-0.092, 2.053, -0.940], [1.358, -0.393, -0.993], [2.072, 1.070, 1.245]], "lowdin_charge": [0.141, -0.037, -0.488, 0.071, 0.007, -0.082, -0.085, 0.036, 0.193, 0.142, 0.102], "charge": 0, "lumo_energy_ha": 0.021, "orbital_gap_ev": 10.579}



Entry 3:
{"formula": "C43H35ClMnN3O8P2S", "method": "the ωB97M-V functional and the def2-TZVPD basis", "elements": ["Mn", "C", "N", "C", "P", "C", "C", "C", "C", "C", "C", "C", "C", "C", "C", "C", "C", "C", "C", "C", "C", "C", "C", "P", "C", "C", "C", "C", "C", "C", "C", "C", "C", "C", "C", "C", "H", "H", "H", "H", "H", "H", "H", "H", "H", "H", "H", "H", "H", "H", "H", "H", "H", "H", "H", "H", "H", "H", "H", "H", "H", "H", "H", "H", "H", "O", "C", "O", "C", "C", "Cl", "N", "N", "C", "C", "O", "O", "C", "C", "C", "C", "C", "C", "H", "H", "H", "H", "H", "H", "O", "S", "O", "O", "O"], "xyz": [[1.034, -0.925, -0.212], [-0.966, 1.141, 1.488], [-2.199, 0.413, 1.428], [-2.215, -0.859, 0.759], [-0.641, -1.842, 1.018], [-1.083, -3.515, 0.526], [-2.081, -3.816, -0.396], [-2.349, -5.140, -0.692], [-1.618, -6.155, -0.098], [-0.614, -5.854, 0.808], [-0.347, -4.538, 1.123], [-0.528, -2.010, 2.828], [-1.637, -2.537, 3.491], [-1.606, -2.710, 4.861], [-0.474, -2.366, 5.585], [0.629, -1.850, 4.928], [0.607, -1.673, 3.555], [-3.374, 0.945, 1.936], [-3.345, 1.810, 3.037], [-4.515, 2.316, 3.564], [-5.742, 1.972, 3.018], [-5.780, 1.129, 1.918], [-4.617, 0.620, 1.377], [-0.047, 1.088, -0.158], [-1.323, 1.660, -1.317], [-1.904, 2.914, -1.142], [-2.894, 3.335, -2.010], [-3.306, 2.513, -3.049], [-2.730, 1.264, -3.221], [-1.739, 0.833, -2.356], [1.145, 2.454, -0.073], [1.395, 3.196, -1.226], [2.413, 4.133, -1.236], [3.195, 4.324, -0.109], [2.944, 3.593, 1.042], [1.924, 2.659, 1.065], [-0.264, 0.713, 2.227], [-1.172, 2.187, 1.736], [-2.320, -0.737, -0.333], [-3.056, -1.453, 1.134], [-2.634, -3.027, -0.884], [-3.130, -5.383, -1.394], [-1.827, -7.184, -0.342], [-0.034, -6.640, 1.267], [0.442, -4.291, 1.820], [-2.516, -2.829, 2.934], [-2.469, -3.121, 5.362], [-0.447, -2.505, 6.654], [1.517, -1.586, 5.479], [1.476, -1.286, 3.047], [-2.410, 2.056, 3.509], [-4.472, 2.970, 4.419], [-6.658, 2.352, 3.443], [-6.729, 0.872, 1.474], [-4.677, -0.003, 0.499], [-1.570, 3.554, -0.339], [-3.346, 4.305, -1.872], [-4.074, 2.848, -3.729], [-3.059, 0.623, -4.025], [-1.272, -0.135, -2.477], [0.798, 3.040, -2.114], [2.594, 4.709, -2.129], [4.001, 5.040, -0.130], [3.546, 3.746, 1.923], [1.739, 2.076, 1.953], [6.511, -0.447, 0.980], [6.372, -0.082, -0.276], [7.304, 0.248, -0.958], [4.981, -0.066, -0.843], [4.668, 0.233, -2.173], [5.712, 0.434, -3.473], [3.319, 0.270, -2.293], [2.746, -0.028, -1.124], [3.725, -0.223, -0.236], [3.291, -0.430, 1.173], [4.070, -0.586, 2.095], [2.009, -0.321, 1.303], [2.576, 0.806, -3.371], [1.410, 0.195, -3.808], [0.674, 0.791, -4.821], [1.102, 1.976, -5.397], [2.271, 2.578, -4.955], [3.006, 2.003, -3.934], [5.674, -0.605, 1.481], [1.112, -0.750, -3.378], [-0.238, 0.330, -5.168], [0.529, 2.425, -6.195], [2.610, 3.503, -5.393], [3.904, 2.473, -3.569], [1.785, -2.591, 0.018], [1.459, -2.936, -1.423], [0.883, -4.227, -1.571], [0.367, -1.830, -1.619], [2.577, -2.575, -2.243]], "lowdin_spin": [3.050, -0.004, -0.002, -0.014, -0.096, -0.008, -0.008, 0.000, -0.011, 0.001, -0.010, -0.017, -0.005, -0.001, 0.001, 0.000, 0.000, 0.000, -0.001, 0.000, -0.001, 0.000, -0.001, -0.039, -0.006, -0.002, 0.000, 0.000, 0.000, -0.001, -0.001, -0.004, 0.000, -0.005, 0.001, -0.004, -0.001, -0.001, 0.000, -0.002, 0.000, 0.000, -0.001, 0.000, 0.000, 0.000, 0.000, 0.000, 0.000, 0.000, 0.000, 0.000, 0.000, 0.000, 0.000, 0.000, 0.000, 0.000, 0.000, 0.000, 0.000, 0.000, 0.000, 0.000, 0.000, 0.000, 0.000, 0.000, 0.002, 0.006, 0.002, 0.002, 0.008, 0.006, 0.005, 0.008, 0.022, 0.000, 0.000, 0.000, 0.000, 0.000, 0.000, 0.000, 0.000, 0.000, 0.000, 0.000, 0.000, 0.043, 0.012, -0.001, 0.065, 0.009], "s_squared": 3.896, "charge": 1, "spin_multiplicity": 4, "lumo_energy_ha": [-0.188, -0.165], "orbital_gap_ev": [5.549, 6.159]}



Entry 4:
{"formula": "C11H14NO2", "method": "the ωB97M-V functional and the def2-TZVPD basis", "elements": ["C", "N", "C", "C", "C", "C", "C", "C", "O", "C", "C", "C", "C", "O", "H", "H", "H", "H", "H", "H", "H", "H", "H", "H", "H", "H", "H", "H"], "xyz": [[-1.399, 2.010, -0.138], [-0.062, 1.521, -0.032], [0.881, 2.438, 0.666], [-0.086, 0.131, 0.523], [1.346, -0.572, 0.119], [2.054, -0.467, -1.033], [3.215, -1.283, -0.782], [3.169, -1.615, 0.551], [2.060, -1.156, 1.071], [-1.173, -0.753, 0.147], [-1.385, -1.735, -0.771], [-2.725, -2.239, -0.613], [-3.232, -1.498, 0.417], [-2.334, -0.642, 0.900], [-2.031, 1.658, 0.752], [-1.560, 3.055, -0.245], [-1.982, 1.643, -1.097], [0.467, 1.520, -1.001], [1.755, 2.458, 0.082], [0.364, 3.454, 0.793], [1.121, 1.992, 1.695], [0.050, 0.236, 1.630], [1.821, 0.209, -1.766], [4.012, -1.508, -1.476], [3.771, -2.226, 1.079], [-0.734, -1.949, -1.536], [-3.179, -3.201, -0.937], [-4.205, -1.479, 1.005]], "lowdin_charge": [-0.033, -0.180, 0.036, -0.101, -0.216, -0.007, -0.004, -0.088, 0.082, -0.248, 0.020, -0.016, -0.104, 0.007, 0.143, 0.087, 0.165, 0.215, 0.085, 0.139, 0.141, 0.179, 0.085, 0.115, 0.105, 0.096, 0.133, 0.164], "charge": 1, "lumo_energy_ha": -0.110, "orbital_gap_ev": 9.279}



Please write out number 2 again, unchanged.
{"formula": "C3H4N2O2", "method": "the ωB97M-V functional and the def2-TZVPD basis", "elements": ["C", "C", "C", "O", "N", "N", "O", "H", "H", "H", "H"], "xyz": [[-1.083, -2.129, -0.030], [-0.993, -0.970, 0.031], [-1.106, 0.503, 0.072], [-2.150, 1.113, 0.296], [0.013, 1.129, -0.395], [1.306, 0.527, -0.465], [1.685, 0.225, 0.915], [-1.010, -3.129, 0.265], [-0.092, 2.053, -0.940], [1.358, -0.393, -0.993], [2.072, 1.070, 1.245]], "lowdin_charge": [0.141, -0.037, -0.488, 0.071, 0.007, -0.082, -0.085, 0.036, 0.193, 0.142, 0.102], "charge": 0, "lumo_energy_ha": 0.021, "orbital_gap_ev": 10.579}